[1]
C12H33N5O10 | ωB97M-V/def2-TZVPD

Element x y z (Å)
C  1.594  0.429  1.786
C  1.959  -1.054  1.278
N  1.258  -1.426  -0.078
C  1.653  -0.525  -1.277
C  1.617  -2.898  -0.537
C  3.151  -3.170  -0.394
C  -0.315  -1.330  -0.099
C  -0.940  -2.010  1.198
O  -0.746  -3.423  1.251
C  -1.424  -4.043  2.308
H  0.542  0.684  1.655
H  2.044  1.269  1.258
H  1.769  0.552  2.855
H  1.684  -1.823  2.000
H  3.024  -1.120  1.053
H  1.281  -0.887  -2.235
H  2.719  -0.331  -1.393
H  1.188  0.452  -1.143
H  1.488  -3.071  -1.605
H  1.067  -3.645  0.034
H  3.705  -2.332  -0.817
H  3.540  -3.955  -1.043
H  3.422  -3.250  0.659
H  -0.720  -1.863  -0.960
H  -0.703  -0.312  -0.119
H  -2.021  -1.892  1.125
H  -0.608  -1.566  2.137
H  -2.486  -4.148  2.084
H  -1.175  -3.494  3.216
H  -0.969  -5.009  2.526
O  -0.124  1.323  -0.034
H  -0.182  1.386  -1.008
C  -0.668  3.443  -0.964
N  -1.560  3.944  0.087
O  -2.651  4.350  -0.250
O  -1.198  3.874  1.282
H  0.293  3.191  -0.516
H  -0.472  4.196  -1.727
H  -1.191  2.540  -1.278
C  1.269  2.136  -1.725
N  1.978  3.024  -2.686
O  2.393  4.084  -2.202
O  1.932  2.716  -3.852
H  0.260  2.392  -2.047
H  1.441  2.468  -0.701
H  1.439  1.063  -1.813
C  -1.907  1.701  1.827
N  -1.505  0.349  2.243
O  -2.041  -0.577  1.674
O  -0.637  0.192  3.111
H  -1.877  2.352  2.701
H  -2.924  1.744  1.437
H  -1.182  2.072  1.102
C  -1.927  0.043  -1.246
N  -3.151  0.332  -2.078
O  -3.175  -0.133  -3.212
O  -4.113  0.988  -1.610
H  -1.472  1.030  -1.170
H  -1.336  -0.706  -1.774
H  -2.307  -0.329  -0.295

Atoms 1-6, force components in eV/Å:
C -0.197 -0.908 -0.428
C -0.790 2.062 -0.836
N -0.677 -0.788 -2.311
C 0.155 -1.255 1.475
C 2.104 -0.239 0.507
C -0.456 1.189 0.060

Computed properties:
E   -40877.6250 eV
HOMO-LUMO gap   8.793 eV

Mulliken population analysis, charges in e, atoms 1 to 5: atom 1 (C): -1.193, atom 2 (C): -0.810, atom 3 (N): 1.038, atom 4 (C): -1.156, atom 5 (C): -0.230

=====

[2]
C5H15N2S | ωB97M-V/def2-TZVPD

Element x y z (Å)
C  -2.934  -0.380  -0.441
C  -2.201  -0.945  -1.620
N  -0.749  -0.592  -1.679
C  -0.014  -0.981  -0.453
C  1.250  -0.091  -0.407
N  0.927  1.237  -1.020
C  1.956  -0.012  0.936
S  0.900  0.728  2.203
H  -2.470  -0.554  0.517
H  -3.113  0.690  -0.562
H  -3.943  -0.773  -0.335
H  -2.277  -2.029  -1.710
H  -2.685  -0.593  -2.521
H  -0.367  -1.184  -2.396
H  -0.543  -0.866  0.490
H  0.313  -1.998  -0.645
H  1.951  -0.551  -1.096
H  1.785  1.776  -1.135
H  0.266  1.758  -0.452
H  0.497  1.007  -1.920
H  2.842  0.599  0.806
H  2.337  -1.013  1.097
H  1.532  0.190  3.245

Atoms 1-6, force components in eV/Å:
C -0.661 0.573 0.203
C 0.301 -0.501 -0.450
N -0.901 0.230 0.834
C 0.599 0.603 -0.993
C -0.003 -1.065 -0.032
N 0.831 -0.042 0.451

Computed properties:
Structure (SMILES)   CCNC[C@@H]([NH3+])CS
E   -19236.9722 eV
Charge   +1
HOMO-LUMO gap   9.905 eV

Mulliken population analysis, charges in e, atoms 1 to 5: atom 1 (C): -1.134, atom 2 (C): -0.397, atom 3 (N): -0.406, atom 4 (C): -0.746, atom 5 (C): -0.334

=====

[3]
C28H48BF17N5O7S | ωB97M-V/def2-TZVPD

Element x y z (Å)
C  1.438  -1.857  2.769
C  1.754  -0.391  2.915
O  0.803  0.359  2.108
B  0.781  1.673  2.247
O  1.674  2.400  2.949
N  -0.389  2.408  1.526
C  -0.399  2.632  0.242
N  -1.521  3.184  -0.324
C  -1.922  2.455  -1.573
O  -1.305  3.072  -2.695
C  -3.416  2.468  -1.803
C  -4.081  3.846  -1.715
C  -5.340  3.786  -2.583
C  -4.520  4.160  -0.280
C  -1.292  1.079  -1.503
C  0.231  1.199  -1.519
C  0.813  -0.173  -1.167
C  2.157  -0.495  -1.813
C  3.335  -0.204  -0.904
F  3.031  -0.643  0.375
N  0.718  2.197  -0.498
C  1.523  3.262  -1.038
F  0.785  4.352  -1.419
F  2.140  2.818  -2.139
C  2.633  3.821  -0.077
F  3.670  4.227  -0.846
F  3.092  2.844  0.719
C  2.211  5.077  0.731
F  2.216  6.172  -0.039
F  0.988  4.911  1.280
F  3.101  5.235  1.728
S  -1.675  2.861  2.579
O  -2.122  4.183  2.322
O  -1.134  2.614  3.876
C  -3.073  1.634  2.333
F  -4.186  2.351  2.555
F  -3.091  1.219  1.054
C  -3.033  0.442  3.336
F  -3.443  0.938  4.521
F  -1.786  -0.037  3.495
C  -4.003  -0.727  2.973
F  -3.986  -1.555  4.026
F  -5.247  -0.240  2.827
C  -3.651  -1.559  1.675
F  -4.516  -1.312  0.693
F  -2.418  -1.297  1.224
F  -3.701  -2.860  1.972
H  1.343  -2.147  1.734
H  0.537  -2.058  3.336
H  2.244  -2.400  3.246
H  2.762  -0.168  2.601
H  1.637  -0.120  3.954
H  1.285  3.189  3.339
H  -1.406  4.183  -0.460
H  -1.470  4.015  -2.687
H  -3.544  2.126  -2.823
H  -3.959  1.773  -1.173
H  -3.438  4.629  -2.111
H  -5.819  2.820  -2.467
H  -5.118  3.932  -3.631
H  -6.065  4.526  -2.278
H  -5.010  3.276  0.111
H  -3.702  4.467  0.357
H  -5.257  4.951  -0.284
H  -1.646  0.484  -0.669
H  -1.545  0.567  -2.420
H  0.508  1.435  -2.532
H  0.093  -0.893  -1.532
H  0.843  -0.297  -0.095
H  2.166  -1.562  -2.007
H  2.267  -0.022  -2.781
H  3.549  0.857  -0.855
H  4.203  -0.761  -1.223
C  6.419  -3.355  -0.095
C  6.313  -2.841  1.337
C  5.669  -3.841  2.309
O  4.262  -3.952  2.202
C  3.800  -4.802  1.167
N  5.617  -1.549  1.323
H  5.460  -3.323  -0.612
H  7.112  -2.737  -0.664
H  6.787  -4.382  -0.121
H  7.331  -2.666  1.696
H  5.854  -3.488  3.327
H  6.136  -4.831  2.226
H  4.468  -5.654  1.018
H  3.681  -4.257  0.227
H  2.820  -5.175  1.462
H  5.644  -1.148  2.257
H  4.631  -1.730  1.155
C  -1.997  -5.110  -2.234
C  -2.186  -3.768  -1.534
C  -2.644  -2.637  -2.471
O  -1.634  -2.090  -3.300
C  -1.364  -2.818  -4.490
N  -0.949  -3.432  -0.813
H  -1.072  -5.143  -2.810
H  -1.945  -5.910  -1.498
H  -2.828  -5.326  -2.907
H  -2.980  -3.896  -0.791
H  -2.982  -1.804  -1.846
H  -3.504  -2.949  -3.077
H  -2.270  -3.275  -4.894
H  -0.608  -3.587  -4.322
H  -0.971  -2.115  -5.224
H  -1.110  -2.591  -0.266
H  -0.257  -3.150  -1.501

Atoms 1-6, force components in eV/Å:
C 0.100 0.488 0.523
C -0.064 -0.735 -0.066
O -0.185 0.306 -0.014
B 0.727 -0.102 0.356
O -0.533 -0.043 0.146
N 0.042 -0.438 -0.170

Computed properties:
E   -109301.5747 eV
Charge   +1
HOMO-LUMO gap   6.107 eV

Mulliken population analysis, charges in e, atoms 1 to 5: atom 1 (C): -1.459, atom 2 (C): -0.710, atom 3 (O): 0.227, atom 4 (B): 0.576, atom 5 (O): -0.681